Entry 1:
{
  "formula": "C4H7NO2",
  "method": "ωB97M-V with the def2-TZVPD basis set",
  "symbols": ["O", "C", "C", "C", "O", "C", "N", "H", "H", "H", "H", "H", "H", "H"],
  "coordinates": [[-2.504, 0.327, -0.726], [-1.333, 0.433, -1.014], [-0.143, 0.097, -0.104], [1.241, 0.410, -0.660], [2.247, -0.334, -0.045], [-0.687, -0.956, 0.818], [0.125, 0.038, 1.417], [-1.069, 0.547, -2.090], [1.345, 1.493, -0.436], [1.329, 0.311, -1.744], [1.954, -0.384, 0.885], [-0.442, -2.009, 0.814], [-1.744, -0.704, 0.882], [-0.319, 0.731, 2.001]],
  "homo_ev": -9.99,
  "gap_ev": 10.5,
  "smiles": "O=C[C@]1(CO)CN1",
  "lumo_ev": 0.535,
  "total_charge": 0
}

Entry 2:
{
  "formula": "C4H7NO2",
  "method": "ωB97M-V with the def2-TZVPD basis set",
  "symbols": ["C", "C", "O", "O", "H", "H", "H", "H", "C", "C", "N", "H", "H", "H"],
  "coordinates": [[-0.710, 0.987, -0.816], [0.982, 0.487, -0.431], [1.780, 1.359, -0.155], [1.280, -0.532, -1.280], [-0.389, 1.687, -1.593], [-1.349, 0.267, -1.326], [-1.136, 1.608, -0.027], [2.183, -0.368, -1.599], [-1.659, -1.633, 1.016], [-0.805, -0.756, 1.008], [0.556, -0.390, 1.319], [-2.589, -2.034, 0.676], [1.243, -1.144, 1.333], [0.613, 0.461, 1.876]],
  "homo_ev": -9.21,
  "gap_ev": 9.7,
  "smiles": "CC(=O)O.C#CN",
  "lumo_ev": 0.459,
  "total_charge": 0
}

Entry 3:
{
  "formula": "C4H7NO2",
  "method": "ωB97M-V with the def2-TZVPD basis set",
  "symbols": ["C", "C", "C", "C", "O", "N", "O", "H", "H", "H", "H", "H", "H", "H"],
  "coordinates": [[1.283, -1.005, -1.018], [0.508, -0.140, -0.068], [-0.923, 0.279, -0.204], [-1.090, 1.751, 0.025], [-1.162, 2.499, -0.922], [-0.502, -0.753, 0.750], [-0.384, -0.384, 2.111], [0.716, -1.917, -1.225], [1.491, -0.487, -1.958], [2.232, -1.288, -0.553], [1.070, 0.633, 0.460], [-1.550, -0.100, -1.009], [-1.097, 2.134, 1.063], [-0.592, -1.222, 2.549]],
  "homo_ev": -9.76,
  "gap_ev": 10.7,
  "smiles": "C[C@H]1[C@H](C=O)N1O",
  "lumo_ev": 0.923,
  "total_charge": 0
}

Entry 4:
{
  "formula": "C4H7NO2",
  "method": "ωB97M-V with the def2-TZVPD basis set",
  "symbols": ["C", "C", "C", "C", "O", "N", "O", "H", "H", "H", "H", "H", "H", "H"],
  "coordinates": [[-0.117, 0.191, 0.081], [0.223, -1.132, -0.323], [-0.362, -0.937, 1.048], [0.597, 1.478, 0.221], [-1.522, 0.400, -0.940], [1.393, -1.730, -0.692], [2.039, -1.198, -1.600], [-2.379, 0.327, -0.490], [-1.156, -0.566, -1.278], [-1.372, -1.281, 1.253], [0.286, -0.946, 1.923], [-0.040, 2.231, 0.688], [0.937, 1.839, -0.748], [1.474, 1.322, 0.856]],
  "homo_ev": [-7.95, -7.95],
  "gap_ev": [8.1, 8.1],
  "lumo_ev": [0.102, 0.102],
  "total_charge": 0
}

Entry 5:
{
  "formula": "C4H7NO2",
  "method": "ωB97M-V with the def2-TZVPD basis set",
  "symbols": ["C", "C", "O", "C", "N", "C", "O", "H", "H", "H", "H", "H", "H", "H"],
  "coordinates": [[-1.870, -0.864, -0.018], [-0.494, -0.456, 0.434], [0.255, -1.245, 0.965], [-0.025, 0.991, 0.206], [1.416, 1.029, 0.071], [1.955, -0.004, -0.664], [3.083, -0.421, -0.587], [-2.560, -0.744, 0.823], [-1.841, -1.923, -0.287], [-2.236, -0.270, -0.860], [-0.328, 1.584, 1.076], [-0.515, 1.443, -0.666], [1.958, 1.278, 0.888], [1.203, -0.399, -1.381]],
  "homo_ev": -9.82,
  "gap_ev": 10.5,
  "smiles": "CC(=O)CNC=O",
  "lumo_ev": 0.675,
  "total_charge": 0
}

Entry 6:
{
  "formula": "C4H7NO2",
  "method": "ωB97M-V with the def2-TZVPD basis set",
  "symbols": ["O", "C", "C", "N", "C", "C", "O", "H", "H", "H", "H", "H", "H", "H"],
  "coordinates": [[0.056, -0.462, -1.942], [0.847, -0.622, -0.779], [1.474, 0.664, -0.352], [-0.161, 0.407, 1.140], [-0.002, -0.899, 0.487], [-1.274, 1.181, 0.947], [-2.351, 0.754, 0.589], [-0.267, -1.328, -2.223], [1.624, -1.389, -0.927], [0.715, 0.847, 1.427], [0.959, 1.462, -0.922], [0.460, -1.607, 1.181], [-0.998, -1.260, 0.217], [-1.081, 2.250, 1.156]],
  "homo_ev": -9.32,
  "gap_ev": 9.0,
  "lumo_ev": -0.351,
  "total_charge": 0
}

Entry 7:
{
  "formula": "C4H7NO2",
  "method": "ωB97M-V with the def2-TZVPD basis set",
  "symbols": ["H", "N", "C", "C", "O", "C", "C", "O", "H", "H", "H", "H", "H", "H"],
  "coordinates": [[0.393, 1.636, 0.220], [-0.598, 1.459, 0.063], [-0.893, 0.230, 0.004], [-2.297, -0.257, -0.201], [-0.047, -0.842, 0.112], [1.287, -0.609, 0.511], [2.110, 0.241, -0.445], [3.155, 0.738, -0.104], [-2.613, -0.834, 0.674], [-2.969, 0.589, -0.345], [-2.342, -0.923, -1.067], [1.350, -0.178, 1.519], [1.751, -1.600, 0.536], [1.714, 0.348, -1.476]],
  "homo_ev": -10.17,
  "gap_ev": 11.0,
  "smiles": "[H]/N=C(/C)OCC=O",
  "lumo_ev": 0.780,
  "total_charge": 0
}

Entry 8:
{
  "formula": "C4H7NO2",
  "method": "ωB97M-V with the def2-TZVPD basis set",
  "symbols": ["C", "C", "C", "C", "N", "O", "O", "H", "H", "H", "H", "H", "H", "H"],
  "coordinates": [[0.843, 0.399, 0.698], [-0.033, 0.929, 1.536], [0.301, -0.534, -0.239], [0.208, 0.106, -1.685], [-1.503, -0.596, 0.630], [-1.318, 0.528, 1.525], [0.621, -1.884, -0.306], [1.880, 0.685, 0.819], [0.167, 1.741, 2.306], [1.161, 0.377, -2.040], [-0.280, 1.113, -1.454], [-0.328, -0.379, -2.336], [-2.299, -0.273, -0.025], [0.578, -2.211, 0.570]],
  "homo_ev": -8.39,
  "gap_ev": 9.2,
  "lumo_ev": 0.848,
  "total_charge": 0
}

Entry 9:
{
  "formula": "C4H7NO2",
  "method": "ωB97M-V with the def2-TZVPD basis set",
  "symbols": ["H", "N", "C", "C", "O", "C", "C", "O", "H", "H", "H", "H", "H", "H"],
  "coordinates": [[3.776, 0.227, 1.030], [2.897, 0.727, 0.889], [2.107, 0.108, 0.124], [0.772, 0.695, -0.197], [-0.380, 0.223, 0.971], [-1.237, 0.228, -0.040], [-2.178, -0.917, -0.191], [0.084, 0.159, -1.194], [2.303, -0.866, -0.338], [0.739, 1.786, -0.069], [-1.632, 1.203, -0.349], [-1.646, -1.857, -0.051], [-2.947, -0.825, 0.585], [-2.659, -0.890, -1.169]],
  "homo_ev": -9.89,
  "gap_ev": 10.0,
  "smiles": "[H]/N=C/[C@H]1O[C@@H](C)O1",
  "lumo_ev": 0.075,
  "total_charge": 0
}

Entry 10:
{
  "formula": "C4H7NO2",
  "method": "ωB97M-V with the def2-TZVPD basis set",
  "symbols": ["C", "C", "N", "O", "C", "C", "O", "H", "H", "H", "H", "H", "H", "H"],
  "coordinates": [[0.967, -1.462, 0.770], [0.792, -0.152, 0.950], [1.743, 0.756, 1.382], [-0.412, 0.486, 0.771], [-1.216, -0.078, -0.218], [-1.762, 0.854, -1.191], [-0.714, -0.062, -1.520], [0.126, -2.127, 0.630], [1.957, -1.895, 0.776], [1.650, 1.683, 0.992], [2.690, 0.406, 1.356], [-1.727, -0.996, 0.072], [-1.442, 1.890, -1.108], [-2.720, 0.674, -1.673]],
  "homo_ev": -8.29,
  "gap_ev": 9.3,
  "smiles": "C=C(N)O[C@H]1CO1",
  "lumo_ev": 1.057,
  "total_charge": 0
}

Entry 11:
{
  "formula": "C4H7NO2",
  "method": "ωB97M-V with the def2-TZVPD basis set",
  "symbols": ["C", "N", "C", "C", "O", "H", "H", "H", "H", "H", "C", "O", "H", "H"],
  "coordinates": [[-1.947, 1.184, 0.795], [-1.573, -0.140, 0.337], [-0.371, -0.494, 0.519], [0.081, -1.806, -0.029], [1.250, -2.085, -0.182], [-1.936, 1.863, -0.065], [-2.969, 1.162, 1.181], [-1.274, 1.588, 1.564], [0.394, 0.119, 1.014], [-0.728, -2.505, -0.301], [2.273, 0.273, -1.206], [1.325, 1.020, -1.242], [2.597, -0.302, -2.093], [2.879, 0.123, -0.293]],
  "homo_ev": -10.09,
  "gap_ev": 10.0,
  "smiles": "C/N=C/C=O.C=O",
  "lumo_ev": -0.059,
  "total_charge": 0
}

Entry 12:
{
  "formula": "C4H7NO2",
  "method": "ωB97M-V with the def2-TZVPD basis set",
  "symbols": ["N", "C", "O", "C", "C", "C", "O", "H", "H", "H", "H", "H", "H", "H"],
  "coordinates": [[1.923, 0.718, 1.583], [0.855, 0.937, 0.760], [0.087, 1.869, 0.733], [0.153, -1.141, 0.238], [-1.133, -0.965, -0.441], [-1.420, 0.092, -1.456], [-1.323, -1.244, -1.872], [1.947, 1.281, 2.427], [2.162, -0.262, 1.707], [0.901, -1.543, -0.479], [0.887, 0.203, -0.144], [-2.005, -1.255, 0.156], [-0.615, 0.766, -1.767], [-2.419, 0.544, -1.445]],
  "homo_ev": -9.09,
  "gap_ev": 8.7,
  "lumo_ev": -0.364,
  "total_charge": 0
}

Number 1: DFT total energy -361.746799 hartree. Number 2: DFT total energy -361.692732 hartree. Number 3: DFT total energy -361.739645 hartree. Number 4: DFT total energy -361.618441 hartree. Number 5: DFT total energy -361.847227 hartree. Number 6: DFT total energy -361.698554 hartree. Number 7: DFT total energy -361.823199 hartree. Number 8: DFT total energy -361.694466 hartree. Number 9: DFT total energy -361.742357 hartree. Number 10: DFT total energy -361.779741 hartree. Number 11: DFT total energy -361.780136 hartree. Number 12: DFT total energy -361.661946 hartree.